Formula: C41H90O2Si
Source: OMol25
Level of theory: ωB97M-V/def2-TZVPD

Geometry (Å):
C1 -5.677 -2.694 -0.220
C2 -4.321 -2.383 -1.049
C3 -3.010 -2.510 -0.156
O1 -2.443 -1.232 0.205
C4 -1.889 -0.645 -1.001
Si1 -0.481 0.618 -0.700
C5 -0.742 2.016 -2.025
C6 -0.112 1.628 -3.451
C7 -0.955 0.549 -4.261
C8 -1.715 1.313 -5.460
C9 -0.044 -0.624 -4.907
C10 -0.332 -1.967 -4.100
C11 0.387 -3.257 -4.651
C12 1.137 -4.052 -3.670
C13 2.661 -3.654 -3.435
C14 0.519 -5.225 -2.817
C15 1.287 -0.050 -0.981
C16 1.603 -1.194 0.217
C17 1.263 -0.648 1.767
O2 0.418 -1.731 0.911
H1 -6.189 -3.535 -0.775
H2 -5.485 -2.907 0.868
H3 -6.373 -1.797 -0.316
H4 -4.227 -3.165 -1.875
H5 -4.476 -1.374 -1.523
H6 -3.310 -2.995 0.834
H7 -2.238 -3.225 -0.602
H8 -2.743 -0.056 -1.491
H9 -1.627 -1.469 -1.730
H10 -0.599 1.311 0.603
H11 -1.854 2.252 -2.111
H12 -0.187 2.932 -1.648
H13 0.955 1.267 -3.382
H14 -0.077 2.599 -4.051
H15 -1.754 0.020 -3.664
H16 -2.613 0.693 -5.773
H17 -2.145 2.306 -5.100
H18 -1.003 1.525 -6.315
H19 1.041 -0.351 -4.751
H20 -0.245 -0.712 -6.013
H21 0.062 -1.790 -3.042
H22 -1.447 -2.176 -3.993
H23 0.340 -3.628 -5.720
H24 2.662 -2.621 -2.936
H25 3.156 -3.583 -4.444
H26 3.177 -4.346 -2.709
H27 1.035 -6.231 -2.956
H28 -0.604 -5.333 -2.936
H29 0.678 -4.945 -1.720
H30 2.047 0.741 -0.715
H31 1.464 -0.572 -1.963
H32 2.548 -1.878 0.079
H33 2.346 -1.007 2.038
H34 0.829 -1.215 2.635
C18 2.415 4.343 5.172
C19 2.218 5.200 3.928
C20 1.103 4.687 3.015
C21 1.333 3.292 2.428
C22 2.619 3.131 1.614
C23 2.662 4.022 0.378
H35 2.717 3.324 4.918
H36 3.199 4.770 5.804
H37 1.497 4.295 5.762
H38 3.160 5.274 3.378
H39 1.967 6.218 4.243
H40 0.956 5.406 2.202
H41 0.162 4.674 3.577
H42 0.477 3.040 1.792
H43 1.335 2.552 3.234
H44 2.697 2.087 1.292
H45 3.497 3.325 2.238
H46 1.817 3.812 -0.284
H47 3.583 3.843 -0.184
H48 2.639 5.081 0.642
C24 4.149 -1.581 -8.069
C25 3.256 -2.745 -7.658
C26 4.015 -4.049 -7.438
C27 4.735 -4.606 -8.669
C28 3.841 -4.869 -9.881
C29 2.769 -5.920 -9.620
H49 4.642 -1.767 -9.025
H50 3.554 -0.670 -8.179
H51 4.916 -1.393 -7.314
H52 2.469 -2.883 -8.405
H53 2.750 -2.482 -6.722
H54 3.315 -4.798 -7.052
H55 4.758 -3.897 -6.646
H56 5.233 -5.540 -8.385
H57 5.534 -3.919 -8.965
H58 4.471 -5.214 -10.708
H59 3.371 -3.942 -10.221
H60 3.219 -6.871 -9.323
H61 2.182 -6.094 -10.525
H62 2.077 -5.606 -8.835
C30 -6.038 4.082 4.605
C31 -5.372 2.730 4.821
C32 -3.922 2.841 5.296
C33 -2.967 3.529 4.317
C34 -2.884 2.889 2.931
C35 -2.356 1.461 2.960
H63 -5.539 4.658 3.823
H64 -7.078 3.945 4.298
H65 -6.033 4.671 5.525
H66 -5.430 2.139 3.902
H67 -5.942 2.177 5.576
H68 -3.550 1.836 5.523
H69 -3.900 3.389 6.244
H70 -1.966 3.542 4.763
H71 -3.257 4.579 4.202
H72 -2.214 3.494 2.309
H73 -3.861 2.911 2.437
H74 -1.360 1.423 3.408
H75 -2.285 1.065 1.946
H76 -3.016 0.799 3.527
C36 0.339 0.737 9.966
C37 0.161 1.568 8.702
C38 -0.949 1.045 7.787
C39 -0.725 -0.363 7.231
C40 0.567 -0.549 6.435
C41 0.630 0.317 5.184
H77 0.635 -0.289 9.737
H78 1.119 1.171 10.595
H79 -0.586 0.709 10.547
H80 1.109 1.623 8.160
H81 -0.085 2.595 8.992
H82 -1.080 1.749 6.958
H83 -1.896 1.053 8.339
H84 -1.577 -0.621 6.591
H85 -0.739 -1.087 8.052
H86 0.640 -1.600 6.134
H87 1.440 -0.351 7.065
H88 -0.209 0.103 4.518
H89 1.555 0.122 4.636
H90 0.612 1.382 5.431

As for the structure (SMILES): CCCOC[Si@H](CC[C@@H](C)CCC=C(C)C)C[C@H]1CO1.CCCCCC.CCCCCC.CCCCCC.CCCCCC. As for the maximum force: 0.1026 hartree/bohr. The calculation puts the gap between HOMO and LUMO at 6.24 eV.

These are the Mulliken partial charges, in e, on atoms 1 to 8: C -1.01; C -0.17; C -0.46; O -0.20; C -0.75; Si 0.62; C -0.82; C -1.29